Below is the molecule C6H9N, with properties calculated with ωB97M-V/def2-TZVPD.

```
16
C6H9N, DFT ωB97M-V/def2-TZVPD
C 0.01037 -0.10251 -0.15823
C 0.82740 -0.00188 0.94158
C -1.16461 -0.71300 -0.13138
C 2.12375 2.01645 -0.42502
C -3.13985 -2.20686 -0.06681
C 2.03494 0.95159 0.76485
N -2.31459 -1.01792 -0.00922
H 0.17623 0.16064 -1.23863
H 2.45141 1.35124 -1.27319
H 2.93132 2.60930 -0.16512
H 1.29626 2.55494 -0.73728
H -2.43935 -2.94758 0.10201
H -3.82185 -2.27914 -0.91419
H -3.82924 -2.38552 0.81395
H 1.96996 1.78899 1.50085
H 2.88786 0.22130 0.99583
```

Summary:
Energy, eV: -7852.2410
Energy above the lowest of the compared OMol25 structures with the same formula, charge and spin, kcal per mole: 136.5
Charge: 0

***

Below is the molecule C6H9N, with properties calculated with ωB97M-V/def2-TZVPD.

```
16
C6H9N, DFT ωB97M-V/def2-TZVPD
C -2.54254 -0.36973 0.09259
C -1.12441 0.10167 0.05805
C -0.63391 1.37701 0.16564
C 0.78575 1.30008 0.13754
C 1.13307 -0.01940 -0.00020
C 2.48922 -0.61466 -0.20672
N -0.04077 -0.74280 -0.04049
H -2.82015 -0.77265 1.07444
H -3.19965 0.48112 -0.11052
H -2.75754 -1.13766 -0.65957
H -1.23910 2.27050 0.24542
H 1.48381 2.12557 0.19416
H 2.57123 -1.08860 -1.19229
H 3.22925 0.19050 -0.16957
H 2.77247 -1.35678 0.54918
H -0.10670 -1.74417 -0.13768
```

Summary:
Energy, eV: -7858.1366
Energy above the lowest of the compared OMol25 structures with the same formula, charge and spin, kcal per mole: 0.5
Structure (SMILES): Cc1ccc(C)[nH]1
Charge: 0

***

Below is the molecule C6H9N, with properties calculated with ωB97M-V/def2-TZVPD.

```
16
C6H9N, DFT ωB97M-V/def2-TZVPD
C 1.51584 1.92436 0.19195
C 0.91509 -0.07516 -0.72600
N 1.72400 0.68224 0.19025
C 0.78720 -1.48586 -0.22648
C -0.33973 -0.53644 -0.06834
C -1.27680 -0.06475 0.98025
C -1.78738 -0.56568 -0.36191
H 1.75120 2.47271 1.09820
H 0.99457 2.43835 -0.62205
H 0.85812 0.19266 -1.78470
H 1.40182 -1.61743 0.65887
H 0.73367 -2.31257 -0.92482
H -1.37550 1.00594 1.16873
H -1.43244 -0.67601 1.86713
H -2.25969 -1.54420 -0.39002
H -2.20997 0.16184 -1.05107
```

Summary:
Energy, eV: -7854.8982
Energy above the lowest of the compared OMol25 structures with the same formula, charge and spin, kcal per mole: 75.2
Structure (SMILES): C=N[C@H]1CC12CC2
Charge: 0

***

Below is the molecule C6H9N, with properties calculated with ωB97M-V/def2-TZVPD.

```
16
C6H9N, DFT ωB97M-V/def2-TZVPD
C 1.77097 -0.96205 0.75759
C 0.54263 -0.46415 0.05867
C 0.46198 0.86548 -0.69459
C -0.77418 1.54953 -0.12877
C -1.86204 0.78531 -0.09101
N -1.73681 -0.56734 -0.58627
C -0.62521 -1.09488 0.16702
H 1.57377 -1.11807 1.82501
H 2.63317 -0.29792 0.65732
H 2.02921 -1.93103 0.32483
H 1.37374 1.46651 -0.61865
H 0.30621 0.71464 -1.77904
H -0.68785 2.49777 0.38453
H -2.77819 0.96929 0.45602
H -1.39688 -0.51620 -1.55201
H -0.88152 -1.82562 0.92973
```

Summary:
Energy, eV: -7856.0603
Energy above the lowest of the compared OMol25 structures with the same formula, charge and spin, kcal per mole: 48.4
Structure (SMILES): CC1=CNC=CC1
Charge: 0

***

Below is the molecule C6H9N, with properties calculated with ωB97M-V/def2-TZVPD.

```
16
C6H9N, DFT ωB97M-V/def2-TZVPD
C -1.63353 1.46725 -1.39126
C -0.84237 0.49757 -0.57262
C 0.45705 0.07420 -0.71256
C 0.81609 -0.66784 0.45503
C 2.17727 -1.19597 0.80181
C -0.29859 -0.69470 1.25473
N -1.29968 0.00794 0.62538
H -1.74225 2.42148 -0.85853
H -1.10274 1.67449 -2.32452
H -2.63844 1.10818 -1.64299
H 1.09483 0.30268 -1.55713
H 2.21673 -1.50783 1.85070
H 2.93118 -0.41142 0.66657
H 2.47700 -2.05000 0.18322
H -0.44989 -1.13464 2.23215
H -2.23054 0.14140 0.98725
```

Summary:
Energy, eV: -7858.0692
Energy above the lowest of the compared OMol25 structures with the same formula, charge and spin, kcal per mole: 2.1
Structure (SMILES): Cc1c[nH]c(C)c1
Charge: 0

***

Below is the molecule C6H9N, with properties calculated with ωB97M-V/def2-TZVPD.

```
16
C6H9N, DFT ωB97M-V/def2-TZVPD
C 1.68394 1.10724 1.15324
C 0.62081 0.32826 0.41839
C 0.84997 -0.82295 -0.16264
C 1.00367 -1.97018 -0.76835
C -1.83178 -0.07510 0.02929
C -0.76904 0.93660 0.35443
N -2.64470 0.10106 -0.92852
H 1.70863 2.14776 0.80716
H 2.67547 0.67061 1.00996
H 1.46901 1.12934 2.22941
H 0.85720 -2.91325 -0.24641
H 1.27310 -2.01885 -1.82093
H -1.83492 -0.96689 0.67283
H -0.80637 1.73202 -0.39958
H -0.99957 1.39888 1.32569
H -3.28679 -0.69147 -0.99190
```

Summary:
Energy, eV: -7855.9679
Energy above the lowest of the compared OMol25 structures with the same formula, charge and spin, kcal per mole: 50.5
Structure (SMILES): [H]/N=C/CC(C)=C=C
Charge: 0

***

Below is the molecule C6H9N, with properties calculated with ωB97M-V/def2-TZVPD.

```
16
C6H9N, DFT ωB97M-V/def2-TZVPD
C -0.48599 1.53022 -1.12429
C -0.18947 0.30963 -0.30031
C -1.24459 -0.64771 0.16875
C -0.31741 -0.03378 1.17149
C 1.11029 -0.65377 1.14082
N 1.32857 -1.68070 0.14264
C 1.24469 -0.30768 -0.29232
H 0.23055 2.33937 -0.94211
H -1.49366 1.91473 -0.93625
H -0.42651 1.27050 -2.18969
H -2.23860 -0.20490 0.18212
H -1.26414 -1.71167 -0.06189
H -0.67358 0.56386 2.00467
H 1.82135 -0.57280 1.95636
H 0.52202 -2.25187 -0.08767
H 2.07648 0.13656 -0.83232
```

Summary:
Energy, eV: -7854.6807
Energy above the lowest of the compared OMol25 structures with the same formula, charge and spin, kcal per mole: 80.2
Structure (SMILES): C[C@]12C[C@H]1[C@H]1N[C@H]12
Charge: 0

***

Below is a structure of composition C6H9N, with properties calculated with ωB97M-V/def2-TZVPD.

```
16
C6H9N, DFT ωB97M-V/def2-TZVPD
C 1.72913 0.82303 -0.07654
C 1.08854 -0.38561 0.54284
C -0.42017 -0.41868 0.94857
C -0.98428 -1.19377 -0.29963
C -0.50225 0.09231 -1.00476
C -0.99258 0.83537 0.26128
N 0.96205 -0.11009 -0.89828
H 2.76452 0.83928 -0.43590
H 1.39826 1.81832 0.21522
H 1.69963 -1.21902 0.88520
H -0.71462 -0.71739 1.96133
H -0.50561 -2.13174 -0.60136
H -2.07533 -1.29998 -0.30302
H -0.78033 0.38074 -2.01828
H -0.58090 1.80983 0.52679
H -2.08607 0.87741 0.29654
```

Summary:
Energy, eV: -7855.3247
Energy above the lowest of the compared OMol25 structures with the same formula, charge and spin, kcal per mole: 65.4
Charge: 0

***

Below is a cluster of 2 separate species, C6H9N in total, with properties calculated with ωB97M-V/def2-TZVPD.

```
16
C6H9N, DFT ωB97M-V/def2-TZVPD
C -1.36721 -0.25407 -0.27702
C -1.15366 0.89122 -0.23290
C 2.54418 -0.19321 -1.42115
C -1.73774 -1.70539 -0.13318
C -0.52335 2.20022 -0.42627
C 1.77225 -0.57259 0.98607
N 2.15598 -0.31551 -0.33225
H -1.01501 -2.20070 0.46916
H -1.77260 -2.10419 -1.15292
H -2.70849 -1.62074 0.23654
H 0.00598 2.19041 -1.40322
H 0.18511 2.53375 0.28348
H -1.17166 3.05548 -0.43667
H 0.81208 -1.26287 0.91045
H 1.31685 0.32192 1.41356
H 2.65730 -0.96371 1.51631
```

Summary:
Energy, eV: -7848.0719
Expectation value of S²: 2.016
Energy above the lowest of the compared OMol25 structures with the same formula, charge and spin, kcal per mole: 110.5
2S+1: 3
Charge: 0

***

Below is the ion C6H9N2 with charge +1, with properties calculated with ωB97M-V/def2-TZVPD.

```
17
C6H9N2, DFT ωB97M-V/def2-TZVPD
C 2.78110 0.94250 -0.30996
C 2.09545 -0.26052 0.31828
C -0.40034 0.28787 0.11578
C -2.58355 -0.57296 -0.79056
C -2.60209 -0.49889 0.66079
C -1.74049 0.52459 -0.06074
N 0.66283 -0.04588 0.33122
N 2.56783 -1.29369 0.81426
H 2.03091 1.61779 -0.89433
H -2.21056 -1.43855 -1.38423
H -3.31541 -0.06350 -1.43490
H -3.59763 -0.32528 1.11810
H -1.95704 -1.27954 1.16404
H -2.00862 1.51921 -0.02220
H 3.53619 0.68544 -0.92526
H 3.19108 1.70561 0.51059
H 3.55031 -1.50419 0.78909
```

Summary:
Energy, eV: -9338.2719
Energy above the lowest of the compared OMol25 structures with the same formula, charge and spin, kcal per mole: 91.8
Structure (SMILES): [H]/N=C(\C)[N+]#CC1CC1
Charge: +1

***

Below is the ion C6H9N2O with charge +1, with properties calculated with ωB97M-V/def2-TZVPD.

```
18
C6H9N2O, DFT ωB97M-V/def2-TZVPD
C 3.06059 0.85660 0.38997
C 2.16168 -1.15933 -0.46400
C -1.80031 0.72847 -0.30103
C -0.37191 0.64657 -0.91706
C -1.34892 -0.28943 0.81026
C -0.05759 -0.35950 0.09923
N 3.07135 -0.33205 -0.26939
N 0.91069 -1.19375 0.23287
O 2.10327 1.57312 0.41786
H 4.01698 1.03951 0.88560
H 2.43005 -2.02075 -1.27114
H -2.05850 1.61872 0.12619
H -2.56395 0.60401 -1.02435
H -0.35570 0.54038 -2.03837
H 0.07613 1.55502 -0.90227
H -1.04957 0.04636 1.84049
H -1.75413 -1.20870 0.89044
H 0.69690 -1.88516 0.98427
```

Summary:
Energy, eV: -11385.5918
Energy above the lowest of the compared OMol25 structures with the same formula, charge and spin, kcal per mole: 63.2
Structure (SMILES): O=C/N=C\[NH+]=C1CCC1
Charge: +1

***

Below is a cluster of 2 separate species, C6H9N2O2 in total, with properties calculated with ωB97M-V/def2-TZVPD.

```
19
C6H9N2O2, DFT ωB97M-V/def2-TZVPD
C -0.81343 -2.13262 2.83171
C -1.35892 0.58666 0.60521
C 0.42297 -0.41437 1.31232
C -0.68934 -0.98573 1.87571
N -0.03741 0.57772 0.49299
N -1.80509 -0.32588 1.46535
H 0.59782 1.16586 -0.13217
H -2.10785 1.15592 0.07076
H 1.48620 -0.56263 1.36897
H -1.00328 -1.80652 3.85949
H 0.09570 -2.72694 2.93587
H -1.63417 -2.75567 2.48559
C 1.06741 0.62502 -3.09282
C 0.85516 1.92930 -2.31015
O 1.42114 1.94214 -1.16649
O 0.19882 2.83364 -2.83557
H 2.14119 0.43838 -3.14848
H 0.59651 0.63652 -4.08215
H 0.56659 -0.18081 -2.53613
```

Summary:
Energy, eV: -13445.5008
Energy above the lowest of the compared OMol25 structures with the same formula, charge and spin, kcal per mole: 6.1
Charge: -1